This record from OMol25 describes a molecular structure, C28H41BrI2NO3PRuS2. The level of theory is ωB97M-V with the def2-TZVPD basis set.

Last column: Mulliken spin population.
Cartesian coordinates (Å):
Ru 0.58 -0.83 -0.30  4.00
O 0.13 1.19 0.20  0.05
S 0.13 2.35 1.23  0.04
C -0.96 1.76 2.55  0.00
C -2.26 1.11 2.07  0.00
C -2.69 -0.05 2.98  0.01
C -3.33 -1.18 2.19  0.00
S -2.13 -2.25 1.33  0.01
O -0.87 -1.35 1.16  0.12
C -1.65 -3.39 2.61  0.00
C -2.31 -4.61 2.62  0.00
C -2.00 -5.52 3.62  0.00
C -1.03 -5.22 4.56  0.00
C -0.36 -4.00 4.52  0.00
C -0.67 -3.06 3.54  0.00
C -0.77 3.66 0.48  0.01
C -0.23 4.93 0.65  0.00
C -0.90 6.02 0.12  0.00
C -2.08 5.82 -0.59  0.00
C -2.60 4.54 -0.77  0.00
C -1.95 3.45 -0.24  0.00
H -1.11 2.63 3.19  0.00
H -0.34 1.05 3.10  0.00
H -2.10 0.72 1.07  0.00
H -3.05 1.85 2.01  0.00
H -3.41 0.29 3.73  0.00
H -1.84 -0.45 3.55  0.00
H -4.00 -0.81 1.41  0.00
H -3.89 -1.88 2.82  0.00
H -3.06 -4.84 1.87  0.00
H -2.51 -6.48 3.65  0.00
H -0.78 -5.94 5.33  0.00
H 0.39 -3.77 5.26  0.00
H -0.16 -2.11 3.50  0.00
H 0.70 5.06 1.19  0.00
H -0.50 7.01 0.25  0.00
H -2.60 6.68 -1.00  0.00
H -3.52 4.41 -1.33  0.00
H -2.34 2.45 -0.38  0.00
I -3.09 -0.66 -1.83  0.02
C -2.57 -2.59 -2.50  -0.01
I -0.64 -3.23 -1.85  0.12
H -2.58 -2.60 -3.58  0.00
H -3.28 -3.30 -2.09  0.00
Br 3.33 -2.10 -1.43  0.06
C 3.64 -1.25 0.23  0.01
C 4.89 -1.25 0.80  0.00
C 5.04 -0.62 2.03  0.00
C 3.93 -0.02 2.62  0.00
C 2.72 -0.07 1.97  0.01
N 2.57 -0.67 0.78  0.12
H 5.72 -1.73 0.30  0.00
H 6.00 -0.60 2.51  0.00
H 4.01 0.47 3.58  0.00
H 1.83 0.37 2.40  0.00
O 1.23 -3.21 0.73  0.03
H 1.92 -3.88 0.60  0.00
H 0.72 -3.49 1.50  0.00
C -0.04 -0.88 -4.89  0.01
C 1.23 -0.63 -4.09  0.02
P 0.97 0.38 -2.59  0.31
C 2.50 1.31 -2.18  0.01
C 3.51 1.47 -3.32  0.01
C -0.25 1.66 -3.03  0.00
C 0.26 2.65 -4.08  0.02
H 0.16 -1.60 -5.68  0.00
H -0.40 0.03 -5.37  0.00
H -0.85 -1.27 -4.27  0.00
H 1.97 -0.11 -4.70  0.00
H 1.69 -1.57 -3.79  0.00
H 2.99 0.85 -1.32  0.00
H 2.15 2.29 -1.83  0.01
H 3.94 0.52 -3.62  0.00
H 4.33 2.11 -2.98  0.00
H 3.07 1.95 -4.20  0.00
H -0.51 2.18 -2.10  0.01
H -1.15 1.15 -3.37  0.00
H 1.10 3.24 -3.72  0.00
H -0.54 3.34 -4.34  0.00
H 0.56 2.15 -5.00  0.00

Net charge: +3
Multiplicity: 6
LUMO (alpha / beta): -7.8 / -10.1 eV
Max |F|: 0.1 eV/A
Expectation value of S²: 8.76
ΔE to the lowest compared entry with this formula, charge and spin: 1.1 kJ/mol
Orbital gap (alpha / beta): 8.667 / 6.748 eV

***

This record from OMol25 describes a molecular structure, C28H41BrIrN2P2S. The level of theory is ωB97M-V with the def2-TZVPD basis set.

Last column: Mulliken spin population.
Cartesian coordinates (Å):
C -0.59 6.80 -2.72  0.25
C -0.71 5.43 -2.93  -0.04
C -1.06 4.97 -4.22  0.25
C -1.18 5.92 -5.24  0.30
N -0.99 7.22 -5.04  -0.08
C -0.73 7.66 -3.81  0.29
C -0.50 4.56 -1.78  0.34
C -0.41 3.80 -0.81  -0.21
C -1.02 2.56 -0.39  0.25
C -0.11 1.44 -0.61  0.23
C -0.69 0.14 -0.22  -0.09
C -2.07 -0.04 0.34  0.57
C -2.87 1.08 0.19  0.28
C -2.34 2.37 -0.03  0.02
Ir 0.76 1.06 1.13  1.04
P 2.11 -0.62 1.21  0.03
H -1.25 3.92 -4.43  0.00
H -0.41 7.19 -1.73  0.00
H -1.42 5.60 -6.25  0.00
H -0.60 8.73 -3.66  0.00
H -3.00 3.28 -0.03  0.01
H 0.75 1.59 -1.31  0.04
H -3.95 0.96 0.25  0.01
H -0.30 -0.66 -0.94  0.03
C 1.81 -2.16 2.21  0.01
C 2.49 -3.44 1.76  0.00
H 0.71 -2.28 2.30  -0.01
H 2.19 -1.91 3.21  0.00
H 2.40 -4.16 2.58  0.00
H 2.02 -3.88 0.87  0.00
H 3.56 -3.29 1.57  0.00
C 2.57 -1.22 -0.44  0.00
C 3.31 -0.21 -1.28  -0.01
H 1.65 -1.51 -0.94  0.02
H 3.14 -2.13 -0.25  0.00
H 3.23 -0.51 -2.33  0.00
H 2.92 0.81 -1.17  0.00
H 4.37 -0.24 -0.99  0.00
C 3.64 0.12 1.92  0.00
C 4.79 -0.88 1.93  0.00
H 3.36 0.47 2.94  0.00
H 3.82 1.01 1.29  0.00
H 5.70 -0.30 2.08  0.00
H 4.67 -1.59 2.75  0.00
H 4.87 -1.43 0.98  0.00
Br -2.53 -0.82 2.52  0.49
P -2.19 -3.03 -0.67  0.60
C -0.37 -3.26 -0.48  0.09
C -0.02 -4.70 -0.81  0.02
H -0.07 -2.95 0.51  -0.02
H 0.09 -2.56 -1.18  0.00
H 1.05 -4.81 -1.01  0.01
H -0.28 -5.38 0.01  0.00
H -0.56 -5.04 -1.70  -0.01
C -3.01 -2.92 0.92  0.13
C -4.47 -3.35 1.07  0.04
H -3.03 -1.76 0.91  -0.04
H -2.36 -3.38 1.69  0.00
H -4.70 -3.40 2.14  0.00
H -5.14 -2.60 0.60  0.00
H -4.61 -4.35 0.63  0.00
C -2.62 -1.67 -1.77  0.10
C -2.79 -2.18 -3.20  0.03
H -1.78 -0.98 -1.85  0.00
H -3.50 -1.11 -1.41  0.00
H -3.14 -1.36 -3.84  0.00
H -1.81 -2.54 -3.57  0.01
H -3.53 -2.99 -3.19  -0.01
S 0.51 2.59 5.46  0.01
C 1.21 1.02 5.47  0.00
C 1.19 0.45 4.22  0.01
N 0.64 1.22 3.23  0.01
C 0.14 2.36 3.77  0.02
H 1.74 0.58 6.33  0.00
H 1.67 -0.51 4.00  0.00
H -0.34 3.18 3.24  0.00

Net charge: +4
Multiplicity: 6
LUMO (alpha / beta): -12.4 / -15.0 eV
Max |F|: 4.0 eV/A
Expectation value of S²: 8.84
ΔE to the lowest compared entry with this formula, charge and spin: 628.4 kJ/mol
Orbital gap (alpha / beta): 5.758 / 4.113 eV

***

This record from OMol25 describes a molecular structure, C28H41BrN2O2SbTc. The level of theory is ωB97M-V with the def2-TZVPD basis set.

Last column: Mulliken spin population.
Cartesian coordinates (Å):
Tc 0.17 0.65 0.30  2.61
O 0.39 -1.65 0.12  0.01
C 1.58 -2.34 0.49  0.00
C 1.79 -3.61 0.02  0.01
C 2.94 -4.30 0.41  0.00
C 3.86 -3.69 1.24  0.00
C 3.64 -2.40 1.68  0.01
C 2.49 -1.70 1.32  0.03
C 2.31 -0.29 1.81  0.00
O 2.01 0.59 0.73  0.24
N 1.20 -0.13 2.77  0.04
N 0.02 0.25 2.24  -0.09
C -1.07 0.33 2.99  0.09
C -2.34 0.56 2.46  0.08
Br -2.35 0.64 0.52  0.02
C -3.58 0.76 3.03  0.01
C -4.04 0.70 4.37  0.06
C -5.33 1.22 4.59  0.05
C -5.87 1.24 5.86  -0.02
C -5.15 0.71 6.92  0.08
C -3.88 0.15 6.71  0.00
C -3.33 0.15 5.46  0.03
H -0.10 -2.22 -0.49  0.00
H 1.07 -4.08 -0.64  0.00
H 3.10 -5.30 0.04  0.00
H 4.76 -4.22 1.53  0.00
H 4.37 -1.92 2.32  0.00
H 3.21 0.02 2.33  0.01
H 1.22 -0.54 3.69  -0.01
H -0.97 0.16 4.05  0.00
H -4.36 1.02 2.32  0.00
H -5.90 1.63 3.76  0.00
H -6.86 1.65 6.03  0.00
H -5.58 0.71 7.91  0.00
H -3.34 -0.29 7.55  0.00
H -2.37 -0.35 5.32  0.00
C -2.41 4.49 0.91  -0.01
C -1.67 4.48 -0.42  -0.02
C -2.44 3.77 -1.52  -0.01
C -1.26 5.89 -0.85  0.00
Sb 0.24 3.40 -0.09  -0.19
C 1.45 4.27 1.61  -0.01
C 0.84 3.66 2.86  0.01
C 1.25 5.78 1.52  0.00
C 2.89 3.85 1.40  -0.01
C 1.21 2.98 -2.02  -0.02
C 2.71 2.79 -1.80  -0.01
C 0.55 1.66 -2.43  0.03
C 0.94 4.06 -3.05  0.00
H -3.34 5.05 0.77  0.00
H -1.85 4.98 1.70  0.00
H -2.69 3.48 1.24  0.00
H -3.41 4.27 -1.63  0.00
H -2.66 2.73 -1.29  0.00
H -1.95 3.83 -2.49  0.00
H -2.17 6.44 -1.09  0.00
H -0.64 5.89 -1.75  0.00
H -0.74 6.44 -0.07  0.00
H -0.23 3.87 2.95  0.00
H 1.33 4.11 3.72  0.00
H 1.01 2.58 2.91  0.00
H 0.22 6.07 1.72  0.00
H 1.58 6.20 0.57  0.00
H 1.87 6.23 2.30  0.00
H 3.01 2.78 1.29  0.00
H 3.45 4.16 2.29  0.00
H 3.35 4.36 0.55  0.00
H 2.94 2.04 -1.04  0.00
H 3.19 3.73 -1.53  0.00
H 3.16 2.46 -2.74  0.00
H 0.70 0.86 -1.66  -0.01
H 1.03 1.23 -3.31  0.00
H -0.52 1.75 -2.63  -0.01
H 1.34 5.03 -2.73  0.00
H -0.12 4.18 -3.29  0.00
H 1.46 3.80 -3.98  0.00

Net charge: +3
Multiplicity: 4
LUMO (alpha / beta): -10.0 / -11.4 eV
Max |F|: 0.9 eV/A
Expectation value of S²: 3.88
Orbital gap (alpha / beta): 6.546 / 5.083 eV

***

This record from OMol25 describes a molecular structure, C28H41BrN3O2PSeSr. The level of theory is ωB97M-V with the def2-TZVPD basis set.

Last column: natural (NBO) charge in e.
Cartesian coordinates (Å):
Sr 2.32 -0.26 -0.52  1.79
C 0.51 4.79 -2.28  -0.62
C -0.61 3.76 -2.22  -0.22
N -0.52 2.70 -3.23  -0.43
C -1.36 2.83 -4.41  -0.20
C -0.82 3.80 -5.45  -0.62
C 0.37 1.69 -3.06  0.51
C 0.42 0.60 -4.11  -0.68
N 1.16 1.57 -2.05  -0.89
H 0.40 5.50 -1.46  0.22
H 0.49 5.35 -3.22  0.21
H 1.49 4.33 -2.19  0.22
H -1.57 4.25 -2.37  0.21
H -0.64 3.30 -1.23  0.21
H -2.35 3.16 -4.08  0.20
H -1.51 1.85 -4.86  0.21
H -0.76 4.81 -5.06  0.21
H -1.47 3.81 -6.33  0.22
H 0.18 3.50 -5.77  0.21
H -0.53 0.07 -4.17  0.23
H 1.20 -0.10 -3.83  0.25
H 0.65 1.01 -5.09  0.23
H 1.10 2.35 -1.40  0.36
Br 2.98 4.26 2.48  0.07
C 2.45 2.96 3.76  -0.06
C 2.28 3.43 5.06  -0.25
C 1.92 2.55 6.07  -0.19
C 1.75 1.21 5.79  -0.21
C 1.93 0.75 4.50  -0.18
C 2.27 1.62 3.46  -0.13
C 2.36 1.01 2.08  0.76
O 2.11 1.73 1.07  -0.83
O 2.61 -0.22 2.00  -0.79
H 2.43 4.48 5.27  0.23
H 1.79 2.93 7.08  0.22
H 1.48 0.52 6.58  0.21
H 1.81 -0.30 4.25  0.24
Se 3.78 -1.64 -2.89  -0.39
C 4.23 -2.22 -1.23  -0.04
N 4.34 -2.51 -0.11  -0.49
C -3.08 -2.53 -0.48  -0.62
C -1.79 -1.92 -1.03  -0.31
C -1.39 -2.63 -2.33  -0.62
C -2.05 -0.44 -1.33  -0.62
P -0.32 -1.94 0.14  0.78
C -1.03 -1.19 1.65  -0.35
C -0.79 0.17 1.84  -0.23
C -1.28 0.85 2.94  -0.16
C -2.02 0.17 3.89  -0.20
C -2.27 -1.19 3.73  -0.22
C -1.78 -1.86 2.62  -0.20
C 0.21 -3.69 0.56  -0.32
C -0.86 -4.76 0.71  -0.61
C 1.02 -3.57 1.86  -0.62
C 1.18 -4.13 -0.55  -0.62
H -3.88 -2.39 -1.21  0.21
H -3.39 -2.04 0.44  0.22
H -3.00 -3.60 -0.30  0.21
H -2.16 -2.45 -3.09  0.21
H -1.31 -3.70 -2.20  0.21
H -0.44 -2.25 -2.72  0.22
H -2.82 -0.36 -2.10  0.21
H -1.15 0.06 -1.69  0.21
H -2.41 0.09 -0.45  0.22
H -0.19 0.72 1.11  0.22
H -1.06 1.90 3.07  0.22
H -2.40 0.69 4.77  0.21
H -2.85 -1.73 4.47  0.22
H -1.99 -2.91 2.51  0.21
H -1.62 -4.51 1.45  0.20
H -0.38 -5.69 1.04  0.22
H -1.36 -4.97 -0.24  0.21
H 0.38 -3.39 2.72  0.21
H 1.76 -2.76 1.82  0.24
H 1.57 -4.50 2.02  0.22
H 0.70 -4.17 -1.53  0.21
H 1.55 -5.13 -0.32  0.22
H 2.05 -3.48 -0.62  0.23

Net charge: 0
LUMO: 0.4 eV
Max |F|: 0.4 eV/A
ΔE to the lowest compared entry with this formula, charge and spin: 0.0 kJ/mol
Orbital gap: 8.390 eV

***

Q: Among the records above, which one has the lowest max |F|?
A: C28H41BrI2NO3PRuS2

***

Q: net charge of number 3 (C28H41BrN2O2SbTc)?
A: +3

***

What did the second record say?
This record from OMol25 describes a molecular structure, C28H41BrIrN2P2S. The level of theory is ωB97M-V with the def2-TZVPD basis set.

Last column: Mulliken spin population.
Cartesian coordinates (Å):
C -0.59 6.80 -2.72  0.25
C -0.71 5.43 -2.93  -0.04
C -1.06 4.97 -4.22  0.25
C -1.18 5.92 -5.24  0.30
N -0.99 7.22 -5.04  -0.08
C -0.73 7.66 -3.81  0.29
C -0.50 4.56 -1.78  0.34
C -0.41 3.80 -0.81  -0.21
C -1.02 2.56 -0.39  0.25
C -0.11 1.44 -0.61  0.23
C -0.69 0.14 -0.22  -0.09
C -2.07 -0.04 0.34  0.57
C -2.87 1.08 0.19  0.28
C -2.34 2.37 -0.03  0.02
Ir 0.76 1.06 1.13  1.04
P 2.11 -0.62 1.21  0.03
H -1.25 3.92 -4.43  0.00
H -0.41 7.19 -1.73  0.00
H -1.42 5.60 -6.25  0.00
H -0.60 8.73 -3.66  0.00
H -3.00 3.28 -0.03  0.01
H 0.75 1.59 -1.31  0.04
H -3.95 0.96 0.25  0.01
H -0.30 -0.66 -0.94  0.03
C 1.81 -2.16 2.21  0.01
C 2.49 -3.44 1.76  0.00
H 0.71 -2.28 2.30  -0.01
H 2.19 -1.91 3.21  0.00
H 2.40 -4.16 2.58  0.00
H 2.02 -3.88 0.87  0.00
H 3.56 -3.29 1.57  0.00
C 2.57 -1.22 -0.44  0.00
C 3.31 -0.21 -1.28  -0.01
H 1.65 -1.51 -0.94  0.02
H 3.14 -2.13 -0.25  0.00
H 3.23 -0.51 -2.33  0.00
H 2.92 0.81 -1.17  0.00
H 4.37 -0.24 -0.99  0.00
C 3.64 0.12 1.92  0.00
C 4.79 -0.88 1.93  0.00
H 3.36 0.47 2.94  0.00
H 3.82 1.01 1.29  0.00
H 5.70 -0.30 2.08  0.00
H 4.67 -1.59 2.75  0.00
H 4.87 -1.43 0.98  0.00
Br -2.53 -0.82 2.52  0.49
P -2.19 -3.03 -0.67  0.60
C -0.37 -3.26 -0.48  0.09
C -0.02 -4.70 -0.81  0.02
H -0.07 -2.95 0.51  -0.02
H 0.09 -2.56 -1.18  0.00
H 1.05 -4.81 -1.01  0.01
H -0.28 -5.38 0.01  0.00
H -0.56 -5.04 -1.70  -0.01
C -3.01 -2.92 0.92  0.13
C -4.47 -3.35 1.07  0.04
H -3.03 -1.76 0.91  -0.04
H -2.36 -3.38 1.69  0.00
H -4.70 -3.40 2.14  0.00
H -5.14 -2.60 0.60  0.00
H -4.61 -4.35 0.63  0.00
C -2.62 -1.67 -1.77  0.10
C -2.79 -2.18 -3.20  0.03
H -1.78 -0.98 -1.85  0.00
H -3.50 -1.11 -1.41  0.00
H -3.14 -1.36 -3.84  0.00
H -1.81 -2.54 -3.57  0.01
H -3.53 -2.99 -3.19  -0.01
S 0.51 2.59 5.46  0.01
C 1.21 1.02 5.47  0.00
C 1.19 0.45 4.22  0.01
N 0.64 1.22 3.23  0.01
C 0.14 2.36 3.77  0.02
H 1.74 0.58 6.33  0.00
H 1.67 -0.51 4.00  0.00
H -0.34 3.18 3.24  0.00

Net charge: +4
Multiplicity: 6
LUMO (alpha / beta): -12.4 / -15.0 eV
Max |F|: 4.0 eV/A
Expectation value of S²: 8.84
ΔE to the lowest compared entry with this formula, charge and spin: 628.4 kJ/mol
Orbital gap (alpha / beta): 5.758 / 4.113 eV